Record 1
The following is a DFT calculation (the ωB97M-V functional and the def2-TZVPD basis) of C5H9NO in the gas phase in a non-equilibrium geometry.

Last column: Löwdin charge in e.
Cartesian coordinates (Å):
O1 0.602 1.210 2.190  0.02
C1 0.674 1.144 0.978  -0.35
N1 -0.204 0.609 0.096  -0.10
C2 -1.065 -0.511 0.395  -0.14
C3 -0.731 -1.624 -0.604  -0.18
C4 0.439 -1.089 -1.421  -0.18
C5 0.289 0.465 -1.300  -0.12
H1 1.397 1.777 0.452  0.13
H2 -2.085 -0.211 0.092  0.12
H3 -1.069 -0.872 1.429  0.13
H4 -0.449 -2.634 -0.241  0.12
H5 -1.502 -1.842 -1.335  0.10
H6 1.387 -1.451 -1.003  0.11
H7 0.531 -1.326 -2.489  0.11
H8 1.101 1.126 -1.571  0.11
H9 -0.624 0.675 -1.858  0.12

Results
ΔE to the lowest compared entry with this formula, charge and spin = 1.1194 eV
total energy = -325.89642 Ha
E_HOMO = -9.5 eV
spin multiplicity = 1
SMILES string = O=CN1CCCC1
molar mass = 99.13 g mol⁻¹
gap between HOMO and LUMO = 10.36 eV
LUMO energy = 0.90 eV

***

Record 2
The following is a DFT calculation (the ωB97M-V functional and the def2-TZVPD basis) of C5H9NO in the gas phase in a non-equilibrium geometry.

Last column: Löwdin charge in e.
Cartesian coordinates (Å):
C1 0.080 1.964 0.747  0.00
C2 0.935 1.086 1.240  -0.18
C3 1.008 -0.372 0.932  -0.20
C4 -0.259 -0.945 0.267  -0.23
N1 -0.229 -0.639 -1.148  0.01
C5 -1.212 -0.935 -2.056  -0.36
O1 -1.540 -0.179 -2.940  0.03
H1 -0.650 1.623 0.016  0.05
H2 -0.126 2.967 1.106  0.06
H3 1.608 1.451 2.014  0.10
H4 1.272 -1.038 1.753  0.11
H5 1.783 -0.587 0.187  0.12
H6 -0.187 -2.024 0.377  0.11
H7 -1.098 -0.639 0.884  0.12
H8 0.259 0.208 -1.406  0.13
H9 -1.644 -1.941 -1.974  0.13

Results
ΔE to the lowest compared entry with this formula, charge and spin = 1.6545 eV
total energy = -325.87675 Ha
E_HOMO = -9.7 eV
spin multiplicity = 1
SMILES string = C=CCCNC=O
molar mass = 99.13 g mol⁻¹
gap between HOMO and LUMO = 10.65 eV
LUMO energy = 0.97 eV

***

Record 3
The following is a DFT calculation (the ωB97M-V functional and the def2-TZVPD basis) of C5H9NO in the gas phase.

Last column: Löwdin charge in e.
Cartesian coordinates (Å):
C1 1.400 -1.111 -0.014  -0.01
C2 0.848 0.319 -0.025  -0.53
O1 1.940 1.195 -0.022  0.00
C3 -0.286 0.513 -1.117  0.00
N1 -1.231 0.501 0.052  -0.19
C4 -2.269 -0.321 0.376  -0.02
C5 -0.248 0.633 0.941  -0.04
H1 0.610 -1.867 -0.104  0.09
H2 1.953 -1.292 0.913  0.09
H3 2.094 -1.233 -0.852  0.09
H4 1.547 2.064 0.131  0.10
H5 -0.496 -0.330 -1.779  0.12
H6 -0.202 1.456 -1.669  0.12
H7 -1.937 -1.139 1.007  0.04
H8 -3.308 -0.098 0.153  0.04
H9 -0.416 0.708 2.009  0.12

Results
ΔE to the lowest compared entry with this formula, charge and spin = 4.8056 eV
total energy = -325.76095 Ha
E_HOMO (alpha / beta) = -7.4 / -7.0 eV
spin multiplicity = 1
molar mass = 99.13 g mol⁻¹
gap between HOMO and LUMO (alpha / beta) = 7.84 / 7.44 eV
LUMO energy (alpha / beta) = 0.49 / 0.41 eV